Record 1
A molecular structure, C26H19F3N3O2RbS2, computed with ωB97M-V with the def2-TZVPD basis set.

Cartesian coordinates (Å):
Rb: 0.1330 0.1794 0.9299
S: 0.3162 1.2936 -3.5843
S: 2.8906 -1.3836 2.4338
F: -1.3345 2.8195 -5.8330
F: -2.1960 0.8557 -5.5358
F: -3.4685 2.5952 -5.6739
O: 2.2286 -0.1374 2.7797
O: 4.3358 -1.4307 2.5656
N: 1.0448 -2.0925 -1.2526
N: -1.1486 2.1007 -1.5351
N: 2.2900 -1.7967 1.0558
C: -3.3438 2.8913 -3.0487
C: 3.8354 -4.9574 -0.1753
C: 2.6867 -4.2745 5.2889
C: 2.6509 -2.8914 0.3337
C: 0.4258 -2.1830 -2.4021
C: -2.2224 2.6438 -0.9808
C: -3.3462 3.0657 -1.6749
C: 1.3232 -4.5150 5.3736
C: 3.1791 -5.1209 -1.3632
C: -2.2776 2.1468 -5.1496
C: -2.3331 -0.8164 2.7477
C: -1.0931 1.9505 -2.8915
C: -1.5135 -0.1834 3.7032
C: -1.6247 1.2050 3.5206
C: -2.9537 0.1849 1.9744
C: 0.4417 -3.7964 4.5725
C: -2.5200 1.4327 2.4621
C: 2.2228 -4.1544 -1.7609
C: -2.2384 2.3391 -3.6666
C: 2.2894 -2.6013 3.6138
C: 3.1707 -3.3159 4.4070
C: 1.5174 -4.2276 -2.9841
C: 3.5897 -3.8589 0.6692
C: 0.9239 -2.8435 3.6898
C: 0.6292 -3.2446 -3.3099
C: 1.9479 -3.0496 -0.9229
H: 0.0836 -3.2497 -4.2448
H: -4.2005 3.1780 -3.6438
H: 4.5762 -5.6857 0.1383
H: 0.9455 -5.2619 6.0620
H: -2.4492 -1.8863 2.6128
H: 1.7072 -5.0641 -3.6491
H: -4.1908 3.4885 -1.1479
H: 0.2352 -2.2781 3.0745
H: 3.3804 -5.9677 -2.0103
H: 4.1593 -3.7606 1.5826
H: -1.0807 1.9616 4.0722
H: -2.1907 2.7305 0.0981
H: 3.3789 -4.8330 5.9083
H: -0.8642 -0.6741 4.4162
H: -3.6090 0.0214 1.1277
H: 4.2300 -3.1104 4.3200
H: -2.8125 2.4039 2.0859
H: -0.6254 -3.9694 4.6350
H: -0.2466 -1.3720 -2.6630

Summary:
Max |F| (eV/A): 0.51
Multiplicity: 1
Total charge: -2
Highest occupied orbital energy (hartree): -0.064
LUMO level (eV): 4.17
Gap between HOMO and LUMO (Eh): 0.217
DFT total energy (eV): -66316.8005

Record 2
A molecular structure, C26H19F3N3OsS in a non-equilibrium geometry, computed with ωB97M-V with the def2-TZVPD basis set.

Cartesian coordinates (Å):
Os: -0.0866 0.0884 -0.0712
S: -0.6801 0.2770 -2.4069
F: -0.1608 -1.1546 -5.2957
F: -1.1119 -3.0936 -5.4259
F: -2.1679 -1.4306 -4.5413
N: -0.7767 2.1121 0.2595
N: 0.7131 1.9861 6.3968
N: 0.1464 -1.7330 -1.0906
C: 1.9539 2.1679 3.1206
C: -1.8324 2.2510 3.8080
C: 1.9496 0.5020 1.3673
C: -3.3454 -0.0132 2.7918
C: 1.4619 -0.4345 2.2956
C: -3.2631 -2.1479 1.7063
C: 1.3906 1.2382 4.0130
C: 1.1700 -0.0616 3.6064
C: -0.6587 4.2766 3.2804
C: -1.3453 3.4893 4.1921
C: -0.4041 -2.3793 -3.3045
C: -2.1546 -1.7182 0.9985
C: -0.4697 3.8059 1.9912
C: -0.9675 -2.0125 -4.6552
C: -0.2967 -1.4153 -2.3056
C: 1.0301 1.6457 5.3462
C: -0.9615 2.5665 1.6215
C: 0.0134 -3.6707 -3.0310
C: -3.8764 -1.2750 2.5912
C: -1.6540 1.7573 2.5139
C: -2.1901 0.4216 2.1360
C: 0.5355 -3.9693 -1.7790
C: -1.6076 -0.4406 1.1790
C: 2.1366 0.0991 0.0067
C: 2.2175 1.8101 1.8254
C: 0.5756 -2.9717 -0.8308
H: 2.1902 3.1608 3.4799
H: -3.8560 0.6684 3.4593
H: -1.4812 3.8271 5.2113
H: 0.9493 -3.1532 0.1686
H: -3.6478 -3.1485 1.5571
H: -0.0750 -4.4371 -3.7888
H: 2.3328 -0.9487 -0.1860
H: 0.0572 4.4152 1.2624
H: -1.7166 -2.4029 0.2880
H: 0.8058 -0.7861 4.3224
H: 1.3568 -1.4690 1.9923
H: -0.2722 5.2464 3.5665
H: 2.6145 0.7910 -0.6787
H: -2.3461 1.6477 4.5450
H: -0.2316 2.8019 -0.2469
H: 0.8896 -4.9622 -1.5440
H: 2.6814 2.5132 1.1428
H: -4.7690 -1.5746 3.1252
H: -1.6827 2.0602 -0.2061

Summary:
Max |F| (eV/A): 3.62
Multiplicity: 1
Total charge: +1
Highest occupied orbital energy (alpha / beta) (hartree): -0.417 / -0.417
ΔE to the lowest compared entry with this formula, charge and spin (kJ/mol): 74.0
LUMO level (alpha / beta) (eV): -4.60 / -4.60
Gap between HOMO and LUMO (alpha / beta) (Eh): 0.248 / 0.248
DFT total energy (eV): -53189.9214

Record 3
A molecular structure, C26H20AlN3O5S6, computed with ωB97M-V with the def2-TZVPD basis set.

Cartesian coordinates (Å):
S: -2.5308 -0.3171 -4.6654
S: 7.0650 -0.9897 3.8989
S: 0.4902 0.8325 -1.7766
S: 0.3381 0.1886 -4.7162
S: 1.2441 1.6273 1.6327
S: -2.7688 0.2421 -1.7049
Al: -0.9901 -0.0857 -0.1430
O: -1.0770 -0.3876 -6.8690
O: -2.3484 -0.0556 1.1373
O: 1.9689 1.9265 0.4245
O: 2.0300 1.3213 2.8129
O: -2.7119 -0.5475 3.2930
N: 0.1136 0.5603 1.3774
N: 7.1428 0.5874 1.8301
N: 2.6279 -1.3877 0.8710
C: 0.3572 3.1280 2.0475
C: 0.6881 3.8591 3.1748
C: -1.7815 0.1100 -3.1353
C: 4.7333 -0.2926 0.6555
C: -0.4484 -3.2388 -0.2196
C: 1.1546 -6.5057 0.5992
C: -1.9917 -0.1991 2.3717
C: 0.4477 -7.3821 -0.2161
C: -1.0877 -0.2071 -5.6677
C: -0.4583 0.3394 -3.1580
C: -0.5258 0.1295 2.6321
C: 2.9710 -1.7269 2.1076
C: 3.4944 -0.6740 0.1655
C: -0.5721 -6.8866 -1.0183
C: 4.1915 -1.4106 2.6829
C: -1.0645 5.4455 2.6696
C: 5.1053 -0.6732 1.9425
C: -0.6769 3.5496 1.2195
C: -0.0226 5.0146 3.4804
C: -1.8750 6.6637 3.0301
C: -0.1664 -4.6401 -0.2080
C: -1.3748 4.7027 1.5310
C: 6.4368 -0.3225 2.5155
C: 0.8517 -5.1541 0.6054
C: -0.8783 -5.5345 -1.0139
C: -0.6258 -2.0368 -0.2214
H: -0.4990 0.9067 3.4006
H: -0.0402 -0.7557 3.0504
H: -2.1824 5.0287 0.8848
H: 0.2315 5.5833 4.3690
H: 6.7463 1.0869 1.0544
H: -0.9293 2.9723 0.3369
H: 4.4323 -1.7158 3.6910
H: -2.1517 7.2300 2.1396
H: -1.1315 -7.5593 -1.6582
H: -1.3200 7.3233 3.6985
H: -2.7996 6.3763 3.5368
H: -1.6759 -5.1511 -1.6367
H: 3.1712 -0.3830 -0.8277
H: 1.4933 3.5078 3.8064
H: 1.4023 -4.4683 1.2360
H: 0.6903 -8.4380 -0.2267
H: 8.0320 0.8673 2.2041
H: 1.9532 -6.8771 1.2309
H: 2.2285 -2.2830 2.6713
H: 5.3809 0.2755 0.0005

Summary:
Max |F| (eV/A): 0.30
Multiplicity: 1
Total charge: -2
Highest occupied orbital energy (hartree): -0.059
ΔE to the lowest compared entry with this formula, charge and spin (kJ/mol): 29.3
LUMO level (eV): 3.58
Gap between HOMO and LUMO (Eh): 0.190
DFT total energy (eV): -113609.3996

Record 4
A molecular structure, C26H20ClFeIN3O3S in a non-equilibrium geometry, computed with ωB97M-V with the def2-TZVPD basis set.

Cartesian coordinates (Å):
I: 1.5341 0.4595 -6.5850
Fe: 1.2846 0.4657 -1.4358
Cl: -2.7653 -3.0076 -5.4727
S: 2.9985 1.1105 2.9283
O: -1.1024 1.0116 -1.5127
O: 1.8952 -0.1923 -3.3391
O: 0.6015 2.3670 -1.6138
N: 0.3824 -1.5218 -1.6751
N: 1.5122 0.4380 0.8494
N: -0.6955 2.2071 -1.4966
C: -0.7720 -1.2666 -5.6097
C: -0.8022 0.7055 4.2310
C: -0.6778 0.1619 1.8716
C: 0.8719 -0.7905 -3.8968
C: 1.3389 0.7858 3.1614
C: 4.2146 1.0349 -2.2112
C: 5.4570 1.6439 -1.9441
C: 0.5464 0.8797 4.3396
C: -1.4533 -3.0100 -1.1685
C: 3.6628 1.2054 0.0990
C: 4.9370 1.6806 0.3928
C: 2.7424 0.8123 1.1923
C: -3.5744 1.6331 3.3548
C: -1.4461 -2.1365 -4.7777
C: 0.1027 -1.6237 -2.9889
C: -1.0686 -2.2848 -3.3939
C: -1.8308 -3.0556 -2.4925
C: -1.4461 0.3482 3.0303
C: -2.9641 0.2411 2.9960
C: 0.4647 -0.6152 -5.1983
C: -0.2921 -2.3520 -0.8342
C: 0.6511 0.4789 1.9575
C: 5.8294 1.9356 -0.6363
C: -3.3445 -0.8213 4.1108
C: -3.3446 -0.1845 1.5821
C: 3.2381 0.9298 -1.2187
H: -4.6673 1.6364 3.1950
H: -2.0146 -3.4050 -0.3549
H: -4.4563 -0.8243 4.1551
H: -4.4518 -0.1798 1.5044
H: -3.1485 2.3524 2.6538
H: -1.4202 0.8908 5.0956
H: -1.0680 -1.2097 -6.6430
H: -2.7666 -3.5003 -2.7809
H: 6.1193 1.8956 -2.8275
H: 1.0295 1.2664 5.2804
H: -3.2460 1.9030 4.3553
H: -2.8774 -0.6270 5.0833
H: -1.0197 -0.1323 0.8660
H: 4.0297 0.7028 -3.2145
H: 0.0824 -2.3054 0.2296
H: -2.9125 -1.1470 1.3040
H: 6.8597 2.3295 -0.5169
H: 5.2609 2.0015 1.3926
H: -2.9900 -1.8283 3.7809
H: -3.0280 0.5071 0.8464

Summary:
Max |F| (eV/A): 3.32
Multiplicity: 5
<S²>: 6.015
Total charge: -1
Highest occupied orbital energy (alpha / beta) (hartree): -0.144 / -0.158
ΔE to the lowest compared entry with this formula, charge and spin (kJ/mol): 0.0
LUMO level (alpha / beta) (eV): 2.35 / 2.35
Gap between HOMO and LUMO (alpha / beta) (Eh): 0.230 / 0.245
DFT total energy (eV): -103745.1977

Record 5
A molecular structure, C26H20ClN9O2S2Tc in a non-equilibrium geometry, computed with ωB97M-V with the def2-TZVPD basis set.

Cartesian coordinates (Å):
Tc: 0.0121 -0.4425 -0.0310
Cl: -2.5496 -6.0316 -5.8960
S: -1.9051 -1.2511 0.8667
S: 2.0853 0.8150 -0.3071
O: 0.6096 -0.5784 -3.5079
O: -0.0706 -1.6252 -1.6479
N: 0.0436 2.1648 -1.4438
N: -0.6500 1.0968 -1.2482
N: 3.2678 -3.3658 2.0372
N: 2.1057 3.2437 -1.2255
N: 1.7615 4.3905 -1.7818
N: 0.2261 0.3194 1.9636
N: 1.2335 -1.8622 0.8580
N: 1.1200 -0.0612 3.9794
N: 0.3323 1.0226 3.9868
C: 0.5268 4.9874 -2.1006
C: 0.0457 -1.4969 -2.9421
C: 1.8236 -2.8707 0.2105
C: -2.8399 0.2076 -1.9567
C: -0.5977 4.8935 -1.2824
C: -1.6269 -3.3463 -3.0984
C: 1.3061 2.2188 -1.0143
C: -1.8197 6.3166 -2.7915
C: -1.6677 1.7486 -3.3798
C: 2.8410 -3.5992 0.7968
C: -0.2069 1.2436 2.7806
C: -3.8162 0.0670 -2.9282
C: 2.6716 -2.3806 2.6895
C: -2.2427 -4.3838 -3.7770
C: -1.7960 -4.7202 -5.0459
C: -0.6892 6.4478 -3.5831
C: -3.7137 0.7426 -4.1338
C: -0.1617 -2.9745 -4.9696
C: -0.7572 -4.0268 -5.6467
C: -1.7624 5.5496 -1.6355
C: 0.4801 5.7919 -3.2394
C: -0.5868 -2.6359 -3.6932
C: 1.0374 -0.4677 2.7375
C: -2.6441 1.6022 -4.3437
C: -1.7378 1.0295 -2.1760
C: 1.6682 -1.6146 2.1122
H: -3.0631 -4.9294 -3.3303
H: -2.9395 -0.3295 -1.0284
H: -0.8926 2.0400 2.5481
H: -2.6335 5.4688 -0.9985
H: 0.2010 1.5381 4.8389
H: -0.8199 2.3922 -3.5512
H: 1.4576 -3.0842 -0.7834
H: -0.7190 7.0604 -4.4746
H: 3.3353 -4.3937 0.2533
H: 1.3622 5.8781 -3.8639
H: -0.4277 -4.3087 -6.6375
H: 0.6366 -2.4060 -5.4290
H: -4.4490 0.5877 -4.9132
H: -2.5621 2.1470 -5.2751
H: -1.9433 -3.0715 -2.0997
H: 2.9978 -2.1786 3.7025
H: -0.5507 4.3109 -0.3756
H: 2.5740 4.8665 -2.1354
H: -4.6552 -0.5912 -2.7422
H: -2.7393 6.8137 -3.0706

Summary:
Max |F| (eV/A): 1.65
Multiplicity: 2
<S²>: 1.155
Highest occupied orbital energy (alpha / beta) (hartree): -0.267 / -0.266
ΔE to the lowest compared entry with this formula, charge and spin (kJ/mol): 62.2
LUMO level (alpha / beta) (eV): -1.13 / -1.31
Gap between HOMO and LUMO (alpha / beta) (Eh): 0.226 / 0.218
DFT total energy (eV): -81183.2837

Record 6
A molecular structure, C26H20F6FeO2S in a non-equilibrium geometry, computed with ωB97M-V with the def2-TZVPD basis set.

Cartesian coordinates (Å):
Fe: -0.3634 -1.3814 -3.4685
S: -0.5187 -1.8246 2.6902
F: -1.9738 -3.2409 0.9658
F: -2.5618 -3.5083 3.0719
F: -0.6947 -4.4042 2.3266
F: -1.3445 5.0690 5.2290
F: 0.2607 5.2514 3.7319
F: -1.8188 5.7066 3.1731
O: -0.1116 -2.0435 4.0617
O: 0.4792 -1.7108 1.6428
C: 2.5685 0.3111 -0.9221
C: 0.3207 -3.1350 -2.8068
C: 1.4493 -1.5509 -4.1242
C: -0.1748 2.5303 3.6804
C: -1.5814 0.7140 2.8725
C: -2.2790 -1.1495 -3.0112
C: -0.8917 0.4104 -4.0978
C: -0.3300 1.1955 3.3652
C: 3.1278 1.9442 0.8106
C: 1.5057 -1.0888 -2.7218
C: 0.7829 -2.8340 -4.1528
C: -1.2371 3.4172 3.5245
C: -1.7682 -0.6340 2.5220
C: 3.4332 0.9083 1.7076
C: -2.6574 1.6537 2.7429
C: -1.2438 -0.6276 -5.0592
C: -1.0387 4.8559 3.9055
C: -2.1024 -1.5892 -4.3859
C: 2.1683 0.0797 -2.2618
C: 2.7285 1.6577 -0.4845
C: 2.8699 -0.7349 0.0104
C: 3.2903 -0.4248 1.2959
C: -2.4783 2.9855 3.0610
C: 0.6983 -2.0478 -1.9417
C: -1.5332 0.0856 -2.8321
C: -1.5076 -3.3376 2.2383
H: 2.7908 -1.7775 -0.3092
H: 3.2043 2.9834 1.1337
H: -1.5175 0.6972 -1.9322
H: 2.4910 2.4512 -1.1987
H: 0.6681 -3.4777 -5.0212
H: -3.6177 1.2746 2.3845
H: 3.5113 -1.2319 1.9953
H: -3.2949 3.6902 2.9488
H: 1.9530 -1.0259 -4.9316
H: -2.5867 -2.4463 -4.8486
H: 3.7744 1.1363 2.7199
H: 2.4339 0.8163 -3.0286
H: 0.5054 0.5059 3.5100
H: 0.5531 -1.9616 -0.8675
H: -2.9209 -1.6178 -2.2683
H: -0.1872 -4.0457 -2.4976
H: -2.7424 -1.0175 2.2194
H: -0.9622 -0.6484 -6.1103
H: -0.3098 1.3051 -4.3055
H: 0.7816 2.8821 4.0487

Summary:
Max |F| (eV/A): 2.46
Multiplicity: 5
<S²>: 6.128
Total charge: -2
Highest occupied orbital energy (alpha / beta) (hartree): 0.038 / -0.026
LUMO level (alpha / beta) (eV): 4.88 / 4.88
Gap between HOMO and LUMO (alpha / beta) (Eh): 0.142 / 0.205
DFT total energy (eV): -92903.7402

Record 7
A molecular structure, C26H20N4O7Tc in a non-equilibrium geometry, computed with ωB97M-V with the def2-TZVPD basis set.

Cartesian coordinates (Å):
Tc: 8.4328 -6.1248 13.7820
O: 6.5899 -6.8299 12.6448
O: 9.3796 -7.7752 13.1558
O: 9.1137 -10.0181 12.8087
O: 11.1786 -7.3020 11.1544
O: 9.6902 -4.3011 11.9332
O: 4.7740 -5.2379 15.3559
O: 9.1345 -5.7642 9.6332
N: 8.4764 -4.7155 12.4015
N: 7.5974 -7.4290 15.3942
N: 10.2582 -5.4555 13.8117
N: 6.9037 -4.9250 14.4308
C: 5.1883 -8.4111 11.6854
C: 11.9880 -4.7009 12.2721
C: 5.9775 -5.5762 15.1826
C: 12.3335 -3.8175 13.2378
C: 11.5344 -3.6134 14.3934
C: 5.7708 -8.8667 16.8891
C: 6.4338 -6.8935 15.7302
C: 5.2755 -7.1304 10.7858
C: 7.6976 -8.5982 11.5882
C: 5.4798 -7.6278 16.4155
C: 10.5621 -4.4308 14.6850
C: 7.9630 -8.6626 15.9102
C: 10.3587 -6.5003 11.4557
C: 7.6458 -2.4540 11.8527
C: 6.7131 -3.7540 13.7144
C: 10.6191 -5.2222 12.4051
C: 7.5895 -3.6355 12.6174
C: 7.0705 -9.4284 16.6829
C: 8.8398 -8.8756 12.5792
C: 6.4545 -8.3231 12.4052
C: 5.7420 -1.7165 13.0158
C: 9.0660 -6.5150 10.5873
C: 5.6860 -2.8094 13.8861
C: 7.7549 -7.3683 10.6724
C: 6.6405 -1.5405 11.9976
C: 6.5870 -6.4816 11.2126
H: 6.5796 -0.6982 11.4329
H: 4.3484 -8.4936 12.4035
H: 13.1894 -3.1289 13.0711
H: 6.7974 -5.4537 10.9902
H: 4.4282 -6.5095 10.7835
H: 5.0649 -2.9807 14.7071
H: 7.4489 -10.3021 17.2074
H: 5.1139 -9.5004 17.4560
H: 9.9432 -4.4948 15.6489
H: 4.4892 -7.2603 16.5502
H: 7.6872 -7.5694 9.5975
H: 4.9229 -0.9875 13.1677
H: 9.0044 -8.9851 15.7770
H: 12.0309 -2.9305 15.0923
H: 12.5471 -4.7862 11.3803
H: 6.5037 -8.8063 13.3450
H: 5.3330 -7.4850 9.7603
H: 7.5667 -9.5284 10.9763
H: 8.4269 -2.2210 11.0729
H: 5.2179 -9.3505 11.1044

Summary:
Max |F| (eV/A): 3.81
Multiplicity: 4
<S²>: 3.772
Highest occupied orbital energy (alpha / beta) (hartree): -0.279 / -0.286
ΔE to the lowest compared entry with this formula, charge and spin (kJ/mol): 495.3
LUMO level (alpha / beta) (eV): -0.82 / -1.28
Gap between HOMO and LUMO (alpha / beta) (Eh): 0.249 / 0.239
DFT total energy (eV): -49773.9445

Record 8
2 unconnected molecules or ions with the total composition C26H20S in a non-equilibrium geometry, computed with ωB97M-V with the def2-TZVPD basis set.

Cartesian coordinates (Å):
S: 1.0188 -0.0234 1.7024
C: 4.8722 1.1864 -0.1593
C: 4.9889 -0.9708 -1.2494
C: -1.2382 -1.2684 2.5242
C: 0.5553 1.1808 -1.2745
C: -1.8175 -1.6436 -1.5497
C: 0.5363 -1.1568 -1.0583
C: -1.7697 1.6016 -1.9351
C: 0.9006 2.4953 -1.5627
C: -0.1056 3.3767 -1.9783
C: -2.5994 1.1647 2.7666
C: -3.3076 -0.0457 2.8220
C: -0.7786 0.7234 -1.5259
C: -1.5309 -3.0036 -1.3964
C: -0.5513 -0.0470 2.2842
C: 3.5983 -0.9989 -1.3574
C: 1.3688 0.0305 -0.8914
C: -2.6057 -1.2575 2.7392
C: -0.2320 -3.4273 -1.0671
C: -4.8004 -0.0578 2.9185
C: 5.6336 0.1177 -0.6486
C: -0.7893 -0.7273 -1.3944
C: 3.4830 1.1590 -0.2594
C: -1.2325 1.1707 2.5537
C: 0.8009 -2.5044 -0.8675
C: -1.4302 2.9416 -2.1490
C: 2.8216 0.0580 -0.8412
H: -2.7771 1.2242 -2.0972
H: -3.1586 -2.1935 2.8311
H: 2.8952 1.9846 0.1443
H: -0.0162 -4.4868 -0.9424
H: 1.7923 -2.8088 -0.5412
H: 3.1037 -1.8248 -1.8688
H: 1.9376 2.8135 -1.4904
H: -3.1490 2.1000 2.8779
H: -5.1650 -0.5785 3.8118
H: 5.5740 -1.8045 -1.6402
H: -0.6539 2.0907 2.5423
H: -2.1976 3.6452 -2.4742
H: -2.3243 -3.7407 -1.5269
H: 0.1537 4.4151 -2.1740
H: -5.1975 0.9600 2.9264
H: 6.7230 0.1398 -0.5677
H: -2.8181 -1.2820 -1.7848
H: -0.6673 -2.1929 2.4874
H: -5.2087 -0.5829 2.0465
H: 5.3645 2.0482 0.2948

Summary:
Max |F| (eV/A): 2.66
Multiplicity: 1
Highest occupied orbital energy (hartree): -0.259
LUMO level (eV): -1.66
Gap between HOMO and LUMO (Eh): 0.198
DFT total energy (eV): -38121.0195